Run P
Formula: C6H16NS
Source: the Open Molecules 2025 dataset
Level of theory: ωB97M-V/def2-TZVPD

net charge: +1
gap between HOMO and LUMO: 8.82 eV
2S+1: 1

Structure (XYZ):
```
24
C6H16NS (ωB97M-V/def2-TZVPD)
C -0.0537 2.0825 0.8314
C 1.8646 0.5992 -0.2358
C -1.9294 -0.3093 0.6488
C -0.3116 -1.8162 -2.6844
C 0.3659 0.7869 -0.0482
C -0.4624 -0.4488 0.4859
N 0.2691 -1.1077 1.6902
S 0.0772 -2.1777 -0.9586
H 0.4247 2.1724 1.7475
H 0.2953 3.1398 0.3636
H -1.0905 2.1791 1.0026
H 2.2547 -0.4276 0.2100
H 2.1573 0.4737 -1.2490
H 2.4649 1.4417 0.2089
H -2.1181 0.2841 1.5291
H -2.4336 -1.2084 1.0884
H -2.4146 -0.0179 -0.2124
H 0.5656 -1.5401 -3.2890
H -0.9932 -0.9423 -2.6100
H -0.8590 -2.7450 -3.1182
H -0.1518 0.9713 -1.0497
H 1.2959 -0.8824 1.5072
H -0.0252 -0.6514 2.5250
H 0.0740 -2.1371 1.6647
```

---

Run Q
Formula: C6H16NS
Source: the Open Molecules 2025 dataset
Level of theory: ωB97M-V/def2-TZVPD

net charge: +1
gap between HOMO and LUMO: 10.54 eV
2S+1: 1

Structure (XYZ):
```
24
C6H16NS (ωB97M-V/def2-TZVPD)
C 1.4332 1.9298 -1.2242
C 0.5977 1.1675 -0.2390
C 0.7955 -0.4081 -0.2486
C 1.3276 -1.1934 -1.5099
S 1.8864 -0.8816 1.1260
N -0.7570 -1.1076 0.2944
C -1.8295 -0.8127 -0.6635
C -1.1762 -0.7836 1.6858
H 2.3092 1.3131 -1.4046
H 1.6641 2.9526 -0.7991
H 0.9147 1.9990 -2.1913
H -0.3726 1.5091 -0.4448
H 0.8506 1.4741 0.8176
H 2.2034 -0.5532 -1.5547
H 0.7477 -0.9972 -2.3623
H 1.7026 -2.1444 -1.3117
H 2.8607 0.0216 0.7840
H -0.5290 -2.1473 0.2292
H -2.0614 -1.5190 -1.4137
H -2.7947 -0.6830 -0.1327
H -1.6311 0.1942 -1.0278
H -0.2234 -0.9013 2.2864
H -1.4961 0.1832 1.6673
H -1.7819 -1.5824 2.0007
```

---

Most stable structure among those shown: run Q. Next: +0.446 eV.